Record 1
Below is one molecule with the formula C3H6ClFN2O at a distorted geometry, with properties calculated with ωB97M-V/def2-TZVPD.

Atoms and positions in Å:
Cl -0.675 -0.050 -3.042
F -2.090 -1.311 -1.278
O 0.758 -1.480 1.159
N 0.374 -1.182 -0.165
N -0.235 1.127 0.255
C -0.337 -0.007 -0.329
C -1.425 -0.121 -1.397
C 0.832 1.385 1.186
H 1.796 0.966 0.768
H 0.961 2.465 1.377
H -0.132 -1.968 -0.551
H -2.107 0.730 -1.291
H 0.558 0.954 2.175
H 1.723 -1.508 1.130

Output
spin multiplicity	1
E	-23473.762	eV
relative energy (zero: lowest compared OMol25 entry of this formula, charge and spin)	35.3	kcal/mol
LUMO level	0.70	eV
HOMO-LUMO gap	0.3759	Eh
charge	0
HOMO	-9.5	eV
SMILES	C/N=C(\NO)[C@H](F)Cl
maximum force	0.028	Eh/bohr

***

Record 2
Below is one molecule with the formula C3H6ClFO2 at a distorted geometry, with properties calculated with ωB97M-V/def2-TZVPD.

Atoms and positions in Å:
Cl -0.458 2.117 -0.335
F -2.085 0.174 0.005
O -0.209 -1.893 0.297
O 2.277 -1.715 -0.035
C 1.636 -0.494 0.259
C 0.146 -0.621 -0.224
C -0.784 0.438 0.343
H 2.222 0.242 -0.213
H 1.587 -2.306 0.258
H 1.693 -0.198 1.336
H -0.651 0.515 1.442
H 0.105 -0.653 -1.335
H -0.942 -2.227 -0.199

Output
spin multiplicity	1
E	-22542.638	eV
relative energy (zero: lowest compared OMol25 entry of this formula, charge and spin)	3.3	kcal/mol
LUMO level	0.63	eV
HOMO-LUMO gap	0.4110	Eh
charge	0
HOMO	-10.6	eV
SMILES	OC[C@@H](O)[C@H](F)Cl
maximum force	0.030	Eh/bohr

***

Record 3
Below is a 2-piece molecular cluster, C3H6ClN overall at a distorted geometry, with properties calculated with ωB97M-V/def2-TZVPD.

Atoms and positions in Å:
Cl 2.863 0.266 0.083
N 0.249 -1.831 -0.224
C -1.501 -0.016 0.090
C -0.231 -0.762 0.054
C 1.210 0.951 -0.017
H 0.939 1.472 -0.902
H 1.281 -1.955 -0.050
H -2.381 -0.340 -0.604
H -2.003 0.059 0.986
H -1.290 0.918 -0.335
H 0.862 1.237 0.920

Output
spin multiplicity	1
E	-17217.532	eV
relative energy (zero: lowest compared OMol25 entry of this formula, charge and spin)	59.0	kcal/mol
LUMO level	0.67	eV
HOMO-LUMO gap	0.3187	Eh
charge	0
HOMO	-8.0	eV
maximum force	0.084	Eh/bohr

***

The highest HOMO belongs to which entry?
C3H6ClN

***

Repeat the second record exactly.
Below is one molecule with the formula C3H6ClFO2 at a distorted geometry, with properties calculated with ωB97M-V/def2-TZVPD.

Atoms and positions in Å:
Cl -0.458 2.117 -0.335
F -2.085 0.174 0.005
O -0.209 -1.893 0.297
O 2.277 -1.715 -0.035
C 1.636 -0.494 0.259
C 0.146 -0.621 -0.224
C -0.784 0.438 0.343
H 2.222 0.242 -0.213
H 1.587 -2.306 0.258
H 1.693 -0.198 1.336
H -0.651 0.515 1.442
H 0.105 -0.653 -1.335
H -0.942 -2.227 -0.199

Output
spin multiplicity	1
E	-22542.638	eV
relative energy (zero: lowest compared OMol25 entry of this formula, charge and spin)	3.3	kcal/mol
LUMO level	0.63	eV
HOMO-LUMO gap	0.4110	Eh
charge	0
HOMO	-10.6	eV
SMILES	OC[C@@H](O)[C@H](F)Cl
maximum force	0.030	Eh/bohr

***

Copy entry 1 word for word.
Below is one molecule with the formula C3H6ClFN2O at a distorted geometry, with properties calculated with ωB97M-V/def2-TZVPD.

Atoms and positions in Å:
Cl -0.675 -0.050 -3.042
F -2.090 -1.311 -1.278
O 0.758 -1.480 1.159
N 0.374 -1.182 -0.165
N -0.235 1.127 0.255
C -0.337 -0.007 -0.329
C -1.425 -0.121 -1.397
C 0.832 1.385 1.186
H 1.796 0.966 0.768
H 0.961 2.465 1.377
H -0.132 -1.968 -0.551
H -2.107 0.730 -1.291
H 0.558 0.954 2.175
H 1.723 -1.508 1.130

Output
spin multiplicity	1
E	-23473.762	eV
relative energy (zero: lowest compared OMol25 entry of this formula, charge and spin)	35.3	kcal/mol
LUMO level	0.70	eV
HOMO-LUMO gap	0.3759	Eh
charge	0
HOMO	-9.5	eV
SMILES	C/N=C(\NO)[C@H](F)Cl
maximum force	0.028	Eh/bohr